100
Properties=species:S:1:pos:R:3 method="wB97M-V/def2-TZVPD" multiplicity=1 relative_energy_kcal_mol=73.30 homo_ha=-0.381 energy_ev=-75943.4380 total_charge=+1 e_lumo_ev=-1.76
O -3.11 0.07 0.91
O -2.34 2.12 -0.10
C -3.77 -1.20 0.56
C -3.95 -2.22 1.68
H -3.14 -1.64 -0.24
H -4.75 -0.97 0.13
H -3.00 -2.72 1.95
H -4.61 -3.03 1.31
H -4.46 -1.87 2.61
C -2.47 0.18 2.18
C -3.21 1.05 3.16
H -1.48 0.61 1.96
H -2.30 -0.82 2.57
H -3.20 2.09 2.84
H -2.64 0.96 4.09
H -4.24 0.74 3.40
C -1.18 3.31 -0.18
C -3.67 2.53 -0.71
C -0.81 3.69 1.21
H -1.67 4.10 -0.76
H -0.39 2.84 -0.75
H -1.69 4.08 1.72
H -0.03 4.47 1.21
H -0.41 2.85 1.79
C -4.24 3.53 0.21
H -4.22 1.60 -0.73
H -3.46 2.86 -1.73
H -4.12 3.21 1.26
H -5.32 3.65 0.01
H -3.71 4.49 0.11
H -2.65 1.37 0.61
N 1.65 -2.14 1.04
C 2.94 -2.50 1.14
C 4.00 -1.81 0.54
C 3.92 -0.58 -0.13
C 3.23 -3.65 2.05
H 2.45 -4.42 1.98
H 3.29 -3.30 3.09
H 4.19 -4.09 1.77
C 5.20 0.20 -0.32
H 5.16 1.18 0.17
H 5.43 0.36 -1.37
H 6.01 -0.37 0.14
N 2.78 -0.11 -0.64
C 0.70 -2.35 2.05
C -0.23 -3.40 1.91
C -0.35 -4.17 0.64
C -0.99 -3.73 3.03
H -1.70 -4.56 2.94
C -0.82 -3.03 4.22
H -1.41 -3.32 5.11
C 0.09 -1.99 4.32
H 0.24 -1.44 5.26
C 0.87 -1.62 3.24
C 1.94 -0.58 3.34
C 2.77 1.17 -1.24
C 2.87 1.27 -2.64
C 3.28 0.07 -3.43
C 2.59 2.49 -3.26
H 2.60 2.54 -4.35
C 2.32 3.62 -2.48
H 2.08 4.57 -2.96
C 2.38 3.55 -1.08
H 2.23 4.44 -0.46
C 2.64 2.34 -0.45
C 2.72 2.27 1.05
Sc 1.20 -1.65 -1.00
H -0.99 -3.63 -0.08
H -0.84 -5.13 0.81
H 0.62 -4.37 0.17
H 1.96 0.08 2.47
H 2.94 -1.01 3.45
H 1.76 0.04 4.23
H 3.26 0.32 -4.50
H 2.65 -0.82 -3.28
H 4.31 -0.23 -3.18
H 3.54 1.64 1.40
H 1.79 1.89 1.50
H 2.87 3.28 1.43
H 5.00 -2.18 0.75
C -0.23 -0.27 -1.31
Si -1.09 0.26 -2.92
H -0.05 0.70 -0.71
H -1.14 -0.60 -0.78
C -2.84 -0.44 -3.09
C 0.00 -0.36 -4.33
C -1.09 2.12 -3.32
H -1.13 2.19 -4.41
H -0.15 2.57 -3.00
H -1.93 2.68 -2.91
H -2.78 -1.53 -3.04
H -3.25 -0.16 -4.07
H -3.53 -0.07 -2.33
H 0.17 -1.44 -4.28
H 0.94 0.18 -4.27
H -0.53 -0.11 -5.26
O -0.47 -2.71 -1.92
C 0.41 -3.21 -2.70
O 1.65 -2.88 -2.60
H 0.13 -3.94 -3.44

---

109
Properties=species:S:1:pos:R:3 method="wB97M-V/def2-TZVPD" multiplicity=5 relative_energy_kcal_mol=0.00 homo_ha="-0.551 / -0.553" energy_ev=-101177.4630 total_charge=+3 e_lumo_ev="-7.59 / -10.18"
Pd 0.57 0.31 -0.43
N 4.67 -1.38 1.31
C 3.81 -0.56 0.72
N 2.52 -0.61 0.85
C 1.98 -1.58 1.71
N 0.73 -1.54 2.05
N 0.13 -0.41 1.55
C -0.41 0.40 2.37
C -0.68 1.77 1.91
C -1.35 2.70 2.69
C -1.41 4.02 2.25
C -0.77 4.37 1.07
C -0.12 3.38 0.35
N -0.08 2.11 0.75
C 2.86 -2.58 2.30
C 2.38 -3.62 3.11
C 3.28 -4.47 3.72
C 4.65 -4.31 3.53
C 5.14 -3.29 2.73
C 4.23 -2.43 2.12
H 5.66 -1.22 1.21
H 4.24 0.21 0.08
H -0.52 0.14 3.42
H -1.81 2.39 3.62
H -1.93 4.76 2.84
H -0.77 5.39 0.72
H 0.38 3.60 -0.59
H 1.32 -3.71 3.27
H 2.91 -5.27 4.36
H 5.35 -4.97 4.03
H 6.20 -3.15 2.60
C 0.86 3.16 -5.08
C 2.05 2.34 -4.54
C 2.35 1.15 -5.46
C 3.29 3.23 -4.37
C 1.67 1.81 -3.22
N 1.38 1.40 -2.19
H 1.13 3.57 -6.05
H 0.62 3.99 -4.42
H -0.03 2.53 -5.20
H 2.62 1.54 -6.45
H 1.48 0.50 -5.57
H 3.20 0.57 -5.09
H 3.57 3.62 -5.35
H 4.13 2.67 -3.97
H 3.08 4.08 -3.71
C -4.63 1.46 -1.28
N -4.38 0.05 -0.98
C -4.46 -0.72 -2.22
N -3.54 -0.23 -3.26
C -3.81 1.19 -3.50
N -3.71 2.00 -2.29
C -2.35 2.09 -1.79
P -1.71 0.41 -1.33
C -3.12 -0.15 -0.28
C -2.16 -0.47 -2.90
H -4.54 2.05 -0.36
H -5.65 1.56 -1.65
H -5.48 -0.64 -2.60
H -4.25 -1.77 -2.01
H -4.82 1.28 -3.90
H -3.11 1.56 -4.25
H -2.33 2.74 -0.91
H -1.70 2.54 -2.55
H -3.12 0.41 0.66
H -3.00 -1.21 -0.03
H -2.00 -1.55 -2.76
H -1.49 -0.14 -3.70
C 3.62 -5.80 -0.70
Si 3.60 -5.06 -2.40
C 3.92 -6.32 -3.73
C 4.65 -3.53 -2.55
Si 1.28 -4.41 -2.84
Te 0.86 -2.29 -1.78
Si -0.29 -5.96 -1.76
C 0.32 -7.63 -2.29
C -1.95 -5.51 -2.47
C -0.18 -5.69 0.08
Si 0.89 -4.11 -5.24
C 2.41 -3.24 -5.89
C -0.65 -3.10 -5.48
C 0.72 -5.85 -5.85
H 4.65 -6.04 -0.42
H 3.05 -6.73 -0.66
H 3.22 -5.12 0.05
H 4.91 -6.74 -3.58
H 3.91 -5.88 -4.73
H 3.20 -7.14 -3.70
H 5.70 -3.80 -2.40
H 4.38 -2.79 -1.80
H 4.56 -3.08 -3.54
H 0.32 -7.75 -3.38
H -0.35 -8.39 -1.88
H 1.32 -7.85 -1.92
H -1.97 -5.61 -3.56
H -2.24 -4.49 -2.21
H -2.70 -6.19 -2.07
H 0.82 -5.89 0.46
H -0.87 -6.37 0.57
H -0.46 -4.67 0.36
H 2.62 -2.32 -5.35
H 2.24 -2.98 -6.94
H 3.30 -3.88 -5.85
H -0.58 -2.12 -5.01
H -1.53 -3.61 -5.08
H -0.82 -2.95 -6.55
H 1.57 -6.48 -5.58
H 0.67 -5.84 -6.95
H -0.19 -6.32 -5.49